Molecular formula: C25H35Cl24N5O3
Method: DFT, ωB97M-V/def2-TZVPD

Each line ends with the Löwdin charge.
CARTESIAN COORDINATES (ANGSTROEM)
C 6.018 -0.995 -0.808  -0.080
C 5.798 -2.333 -1.601  -0.172
N 4.622 -2.338 -2.489  0.005
C 4.397 -1.233 -3.343  -0.356
O 5.183 -0.670 -4.065  0.086
C 2.887 -0.965 -3.146  0.009
C 2.049 0.141 -3.554  -0.160
N 2.674 1.223 -4.273  0.075
C 0.610 0.080 -3.246  -0.076
C -0.239 1.323 -3.721  -0.110
C -0.471 2.205 -2.398  -0.175
C -0.119 3.725 -2.587  -0.396
C -0.592 4.452 -1.252  -0.109
C 1.454 3.977 -2.654  -0.081
C -0.010 -1.058 -2.538  -0.048
C -1.544 -1.008 -2.325  -0.066
C -2.071 -1.704 -1.014  -0.611
N -3.389 -1.030 -0.704  0.047
N -1.221 -1.512 0.170  0.078
N -2.419 -3.146 -1.224  0.067
C 0.873 -2.136 -2.115  -0.184
O 0.364 -3.243 -1.455  0.004
C 2.281 -2.080 -2.409  0.033
C 3.449 -3.049 -2.092  -0.332
O 3.477 -4.167 -1.661  0.131
H 5.450 -0.924 0.152  0.074
H 7.108 -0.970 -0.521  0.081
H 5.827 -0.064 -1.393  0.073
H 6.710 -2.529 -2.225  0.123
H 5.728 -3.155 -0.842  0.126
H 2.088 1.425 -5.093  0.007
H 3.518 0.801 -4.694  -0.008
H -1.226 0.902 -4.047  0.105
H 0.265 1.905 -4.524  0.089
H -1.501 2.053 -1.972  0.108
H 0.233 1.822 -1.604  0.121
H -0.617 4.143 -3.498  0.132
H -0.141 3.854 -0.407  0.062
H -0.246 5.519 -1.192  0.033
H -1.702 4.348 -1.132  0.081
H 1.897 3.676 -3.629  0.056
H 1.601 5.065 -2.432  0.071
H 1.902 3.414 -1.789  0.086
H -2.041 -1.467 -3.229  0.138
H -1.925 0.049 -2.299  0.091
H -3.891 -1.634 -0.038  0.021
H -3.937 -1.081 -1.573  0.074
H -1.388 -0.534 0.447  0.093
H -1.688 -2.041 0.919  -0.005
H -1.963 -3.491 -2.075  0.069
H -3.418 -3.209 -1.418  0.063
H 0.412 -3.071 -0.492  0.107
Cl 1.140 -2.241 3.028  0.543
C -0.265 -2.053 4.085  -1.507
Cl -0.465 -0.361 4.559  0.484
Cl -1.725 -2.651 3.289  0.503
H -0.099 -2.641 4.978  -0.073
Cl 1.466 1.359 -7.649  0.546
C 3.167 1.306 -8.137  -1.507
Cl 3.791 2.940 -8.389  0.534
Cl 4.137 0.448 -6.935  0.609
H 3.234 0.767 -9.077  0.015
Cl -4.546 -0.479 4.303  0.496
C -5.793 -0.965 3.151  -1.513
Cl -6.129 0.344 2.013  0.536
Cl -5.307 -2.429 2.288  0.493
H -6.703 -1.181 3.702  0.012
Cl -4.201 -4.395 4.810  0.474
C -5.654 -5.399 4.838  -1.519
Cl -5.953 -6.012 6.469  0.530
Cl -7.054 -4.491 4.251  0.513
H -5.496 -6.247 4.179  0.020
Cl -1.364 -7.494 6.004  0.531
C -0.538 -6.235 5.081  -1.505
Cl -1.446 -5.845 3.615  0.499
Cl -0.297 -4.799 6.085  0.573
H 0.437 -6.611 4.787  0.018
Cl -2.838 2.984 8.397  0.534
C -1.806 2.019 7.337  -1.552
Cl -1.081 0.676 8.229  0.525
Cl -2.724 1.420 5.950  0.466
H -1.007 2.654 6.969  -0.038
Cl -1.720 8.675 -0.463  0.521
C -1.142 8.214 1.143  -1.541
Cl -2.420 7.404 2.054  0.521
Cl 0.284 7.179 1.017  0.524
H -0.862 9.117 1.677  0.012
Cl 1.345 3.684 2.368  0.526
C 2.005 3.249 3.948  -1.521
Cl 0.781 2.431 4.929  0.517
Cl 3.436 2.230 3.766  0.535
H 2.298 4.161 4.458  0.016

For the lowest unoccupied orbital energy, the calculation gives 0.0 eV. The calculation puts the highest occupied orbital energy at -8.11 eV.



Molecular formula: C22H21NO3
Method: DFT, ωB97M-V/def2-TZVPD

Each line ends with the Löwdin charge.
CARTESIAN COORDINATES (ANGSTROEM)
C 2.143 5.107 -3.601  -0.056
O 1.387 5.362 -2.394  -0.071
C 0.829 4.295 -1.765  -0.240
C 0.212 4.536 -0.507  0.022
C -0.279 3.484 0.224  0.015
C -0.247 2.161 -0.284  -0.207
C -0.828 1.095 0.459  0.036
C -1.185 -0.105 -0.143  -0.069
C -1.653 -1.198 0.572  0.043
C -1.738 -2.500 0.011  -0.214
C -2.475 -3.524 0.668  -0.008
C -2.538 -4.796 0.159  0.011
C -1.848 -5.112 -1.042  -0.244
O -1.905 -6.404 -1.458  -0.073
C -1.148 -6.767 -2.635  -0.055
C -1.125 -4.104 -1.731  -0.005
C -1.083 -2.826 -1.211  -0.002
C 0.346 1.938 -1.558  -0.003
C 0.875 2.980 -2.294  -0.009
H 2.545 6.084 -3.869  0.094
H 2.959 4.392 -3.419  0.099
H 1.491 4.727 -4.401  0.096
H 0.164 5.560 -0.144  0.126
H -0.728 3.641 1.205  0.134
H -1.077 1.258 1.505  0.092
H -1.133 -0.172 -1.237  0.103
H -1.983 -1.041 1.601  0.145
H -3.000 -3.271 1.589  0.125
H -3.092 -5.590 0.654  0.125
H -1.323 -7.837 -2.736  0.095
H -1.516 -6.231 -3.522  0.097
H -0.076 -6.563 -2.499  0.099
H -0.593 -4.342 -2.657  0.107
H -0.516 -2.062 -1.745  0.112
H 0.392 0.928 -1.969  0.110
H 1.336 2.790 -3.267  0.105
N 0.791 1.239 2.610  0.064
C 0.197 1.579 3.826  -0.536
O -1.015 1.865 3.852  -0.090
C 1.041 1.589 5.022  -0.043
C 2.377 1.291 4.944  -0.134
C 2.930 0.971 3.690  -0.138
C 2.077 0.969 2.570  -0.208
H 0.533 1.851 5.946  0.094
H 2.997 1.304 5.841  0.094
H 3.981 0.726 3.556  0.073
H 2.496 0.725 1.586  0.090

The value obtained for the energy above the lowest of the compared OMol25 structures with the same formula, charge and spin is 516.8 kJ/mol. For the lowest unoccupied orbital energy, the calculation gives -2.1 eV. The calculation puts the highest occupied orbital energy at -5.96 eV.



Molecular formula: C33H36F3N7O4RuS
Method: DFT, ωB97M-V/def2-TZVPD

Each line ends with the Mulliken spin population.
CARTESIAN COORDINATES (ANGSTROEM)
Ru -0.835 0.342 -0.076  2.306
O -3.217 -3.035 0.667  0.005
C -2.440 -2.097 0.580  -0.010
O -1.685 -1.785 -0.395  0.132
C -2.273 -1.223 1.840  0.019
C -2.936 -1.563 3.007  -0.003
C -2.653 -0.877 4.174  0.008
C -1.676 0.111 4.144  0.008
C -1.089 0.426 2.937  -0.008
N -1.400 -0.206 1.797  -0.006
H -3.659 -2.364 2.953  -0.001
H -3.167 -1.122 5.093  -0.001
H -1.387 0.641 5.039  0.000
H -0.339 1.204 2.866  -0.006
F -6.121 4.089 -1.326  0.000
C -5.421 2.941 -1.365  0.006
F -5.050 2.756 -2.645  0.001
F -6.263 1.953 -1.038  0.002
C -4.221 3.010 -0.458  -0.045
C -4.009 4.111 0.340  0.004
C -2.856 4.178 1.125  -0.004
C -1.940 3.160 1.025  0.004
N -2.127 2.091 0.243  0.024
C -3.273 1.958 -0.458  0.036
S -3.445 0.456 -1.234  0.376
H -4.727 4.920 0.343  0.000
H -2.677 5.016 1.781  -0.001
H -1.012 3.187 1.586  0.003
C 1.589 4.583 -2.322  0.002
C 2.440 3.320 -2.215  -0.002
C 3.692 3.604 -1.375  0.007
C 2.833 2.840 -3.611  0.000
N 1.636 2.224 -1.636  -0.022
N 0.844 2.514 -0.496  0.074
H 2.122 5.330 -2.909  0.000
H 1.386 5.018 -1.342  0.000
H 0.643 4.375 -2.826  0.000
H 4.259 4.434 -1.798  0.000
H 4.343 2.729 -1.350  -0.005
H 3.423 3.873 -0.350  0.000
H 3.380 3.620 -4.140  0.000
H 1.941 2.585 -4.182  0.000
H 3.465 1.952 -3.546  0.000
H 2.218 1.423 -1.427  0.014
H 0.183 3.232 -0.768  -0.002
H 1.411 2.893 0.267  0.005
C -1.555 -6.417 0.452  -0.003
O -0.373 -5.609 0.463  0.050
C 0.033 -4.955 1.555  0.128
C -0.439 -5.129 2.845  -0.078
C 0.052 -4.356 3.886  0.167
C 1.060 -3.418 3.657  -0.019
C 1.601 -3.284 2.401  0.173
C 1.093 -4.025 1.320  0.076
N 1.591 -3.988 0.059  0.344
C 2.669 -3.280 -0.445  0.421
C 3.044 -1.958 -0.162  0.095
C 4.396 -1.563 -0.271  0.062
C 4.839 -0.373 0.255  0.040
C 3.950 0.510 0.894  0.155
C 2.603 0.244 0.874  -0.009
C 2.086 -0.915 0.248  0.248
O 0.841 -1.048 -0.039  0.154
H -2.140 -6.299 1.358  0.000
H -1.267 -7.459 0.317  0.003
H -2.162 -6.080 -0.382  0.002
H -1.174 -5.889 3.062  0.000
H -0.321 -4.520 4.887  0.004
H 1.460 -2.837 4.477  0.000
H 2.450 -2.637 2.248  -0.015
H 1.229 -4.730 -0.529  -0.020
H 3.302 -3.859 -1.104  0.037
H 5.110 -2.253 -0.703  -0.003
H 5.895 -0.142 0.228  0.005
H 4.320 1.409 1.368  0.004
H 1.877 0.915 1.315  0.004
N -0.379 -0.745 -2.659  -0.001
C -0.533 -0.700 -3.984  0.030
C -0.830 0.609 -4.318  0.004
C -0.860 1.290 -3.104  0.008
N -0.582 0.460 -2.104  0.023
H -0.265 -1.552 -2.058  -0.010
H -0.434 -1.577 -4.600  0.001
H -1.023 1.006 -5.298  0.000
H -1.075 2.329 -2.925  0.000

The value obtained for the energy above the lowest of the compared OMol25 structures with the same formula, charge and spin is 286.1 kJ/mol. The net charge is +1. For the lowest unoccupied orbital energy (spin up / spin down), the calculation gives -2.4 / -5.7 eV. The calculation puts the highest occupied orbital energy (spin up / spin down) at -9.01 / -10.20 eV. Its spin multiplicity is 6.



| no. | total energy (Eh) |
| --- | --- |
| 1 | -12517.655551 |
| 2 | -1131.279893 |
| 3 | -2755.729396 |